1.
{
  "formula": "C43H54F4N7O4S",
  "method": "ωB97M-V with the def2-TZVPD basis set",
  "charge": -1,
  "homo_ha": -0.19422,
  "homo_lumo_gap_ev": 6.9,
  "e_tot_ha": -3152.89697,
  "fmax_ha_per_bohr": 0.0168,
  "elements": ["C", "C", "C", "C", "C", "C", "C", "C", "C", "C", "C", "C", "O", "C", "C", "N", "C", "C", "F", "F", "C", "F", "F", "C", "C", "O", "O", "N", "C", "C", "C", "C", "C", "C", "C", "C", "C", "S", "C", "N", "N", "C", "O", "C", "H", "H", "H", "H", "H", "H", "H", "H", "H", "H", "H", "H", "H", "H", "H", "H", "H", "H", "H", "H", "H", "H", "H", "H", "H", "H", "H", "H", "H", "H", "H", "H", "H", "C", "C", "C", "C", "N", "H", "H", "H", "H", "H", "H", "H", "C", "C", "C", "C", "N", "H", "H", "H", "H", "H", "H", "H", "C", "C", "C", "C", "N", "H", "H", "H", "H", "H", "H", "H"],
  "positions_angstrom": [[-2.422379, 5.142492, 1.172971], [-2.252930, 4.179364, 0.027059], [-3.025165, 4.272118, -1.127719], [-2.860602, 3.377998, -2.177071], [-1.919967, 2.361468, -2.070048], [-1.139569, 2.245796, -0.922116], [-0.118341, 1.130794, -0.801833], [-0.158450, 0.454443, 0.547897], [-1.295265, -0.357976, 0.855658], [-2.457089, -0.544819, -0.112318], [-3.134149, -1.917923, -0.057198], [-2.211878, -3.111536, -0.217524], [-2.927543, -4.285004, 0.144826], [-1.349181, -0.991801, 2.073368], [-0.314468, -0.860253, 3.017083], [-0.408440, -1.529394, 4.205159], [0.560596, -1.359440, 5.048933], [0.408410, -2.122527, 6.363511], [1.535091, -2.776453, 6.710361], [-0.541617, -3.083487, 6.201197], [-0.063244, -1.242214, 7.560104], [0.147794, 0.057725, 7.316332], [-1.411246, -1.391752, 7.722094], [1.694338, -0.510851, 4.775049], [2.842622, -0.306151, 5.767296], [3.692574, -1.213516, 5.774045], [2.787805, 0.755337, 6.408965], [1.801599, 0.111064, 3.631692], [0.790833, -0.062680, 2.729959], [0.861099, 0.600469, 1.463057], [2.104613, 1.429943, 1.227995], [3.310665, 0.533105, 0.880026], [3.026308, -0.325531, -0.357700], [3.407412, -1.815466, -0.298384], [2.640174, -2.558803, -1.411655], [3.122224, -2.104267, -2.808783], [2.111717, -1.193829, -3.516332], [3.105589, 0.065745, -4.394084], [1.959719, 0.855498, -5.412581], [2.021947, 0.961187, -6.702797], [0.960765, 1.745563, -7.085123], [0.328031, 2.044377, -6.003460], [0.885552, 1.530305, -4.903957], [-1.307051, 3.160167, 0.114673], [-2.692801, 6.134831, 0.826959], [-3.186702, 4.762795, 1.849467], [-1.499666, 5.182632, 1.744232], [-3.748756, 5.070270, -1.224900], [-3.469974, 3.487553, -3.060888], [-1.783182, 1.663746, -2.885358], [0.877266, 1.492979, -1.039169], [-0.365179, 0.387728, -1.561521], [-3.194139, 0.215814, 0.148461], [-2.149098, -0.325411, -1.131220], [-3.862712, -1.968766, -0.867432], [-3.688379, -2.027055, 0.871902], [-1.864020, -3.165756, -1.245438], [-1.327877, -3.024746, 0.414820], [-2.501207, -5.010136, -0.323041], [-2.179573, -1.618341, 2.354664], [0.404032, -1.555952, 8.491602], [1.964318, 2.188895, 0.463087], [2.328003, 1.913600, 2.174392], [4.167048, 1.168204, 0.658368], [3.554408, -0.059180, 1.756766], [1.984752, -0.256276, -0.648187], [3.596298, 0.103420, -1.184551], [4.483492, -1.895364, -0.451446], [3.162076, -2.242096, 0.673344], [2.735636, -3.633024, -1.282722], [1.599754, -2.265414, -1.277572], [4.046582, -1.541102, -2.685862], [3.371057, -2.960801, -3.429556], [1.491942, -0.694281, -2.783166], [1.499974, -1.715169, -4.244801], [-0.553848, 2.653095, -5.942738], [-0.683217, 3.049088, 0.991474], [-5.093873, 8.709664, -1.001470], [-5.189856, 9.317443, -2.396369], [-5.819159, 8.363237, -3.416733], [-4.986409, 7.185312, -3.649591], [-4.324812, 6.266598, -3.835790], [-4.436338, 7.838971, -0.993101], [-4.692158, 9.435215, -0.294805], [-6.075766, 8.397933, -0.640741], [-4.196992, 9.615520, -2.736627], [-5.797486, 10.223353, -2.357338], [-5.966431, 8.875480, -4.368823], [-6.803675, 8.039969, -3.074255], [-3.276186, -5.854738, -5.555206], [-2.913893, -4.378469, -5.443242], [-1.506893, -4.151502, -4.881475], [-1.389462, -4.591807, -3.495774], [-1.316143, -4.920458, -2.399262], [-3.303215, -6.331668, -4.574501], [-4.259691, -5.973203, -6.009213], [-2.553556, -6.389270, -6.174560], [-3.646042, -3.866262, -4.816762], [-2.961837, -3.916991, -6.431150], [-1.255296, -3.092688, -4.921483], [-0.766687, -4.677784, -5.487534], [6.838041, -4.637760, 6.414221], [6.162251, -3.438938, 5.755558], [5.504281, -3.757753, 4.414377], [6.473503, -4.135608, 3.385407], [7.237033, -4.427351, 2.577977], [7.673262, -5.008896, 5.815650], [7.228989, -4.361834, 7.394153], [6.130587, -5.458293, 6.554704], [6.891615, -2.638451, 5.624637], [5.382554, -3.047529, 6.408621], [4.949359, -2.879611, 4.076489], [4.778558, -4.564844, 4.530586]],
  "forces_ev_per_angstrom": [[0.085, -0.502, -0.097], [0.193, -0.056, -0.077], [0.056, 0.054, -0.003], [0.143, -0.032, 0.303], [-0.051, 0.268, 0.120], [0.078, 0.017, -0.101], [-0.407, -0.013, 0.022], [-0.004, -0.205, 0.061], [-0.100, -0.399, 0.331], [0.293, -0.026, 0.368], [0.034, 0.041, -0.046], [0.059, 0.367, 0.305], [-0.058, -0.051, -0.314], [0.108, 0.256, -0.248], [-0.122, -0.149, 0.140], [-0.021, 0.206, -0.027], [0.166, -0.002, -0.195], [-0.691, -0.061, -0.245], [0.210, 0.175, 0.156], [0.132, -0.081, 0.042], [-0.406, -0.203, -0.040], [0.171, 0.083, 0.075], [0.015, -0.003, -0.014], [0.214, -0.098, 0.212], [0.122, 0.493, 0.219], [0.230, -0.365, -0.178], [-0.044, -0.184, -0.044], [-0.424, -0.222, -0.071], [0.149, 0.264, -0.313], [0.230, 0.261, 0.160], [0.113, -0.447, 0.283], [-0.337, 0.162, -0.359], [0.747, -0.231, -0.110], [-0.496, 0.353, -0.268], [0.661, 0.491, 0.254], [-0.274, -0.129, 0.256], [0.348, 0.220, -0.138], [0.272, -0.126, 0.162], [-0.189, -0.052, -0.478], [0.280, -0.280, 0.462], [-0.423, 0.336, 0.039], [0.010, 0.118, -0.747], [0.166, -0.127, 0.323], [-0.149, -0.131, -0.389], [-0.064, 0.138, 0.037], [-0.177, 0.148, 0.070], [0.094, 0.205, 0.078], [-0.080, 0.055, 0.004], [-0.022, 0.000, -0.129], [0.014, -0.125, -0.050], [0.039, 0.119, 0.012], [0.133, -0.044, -0.152], [-0.172, 0.090, -0.191], [0.036, -0.035, -0.097], [-0.209, 0.049, 0.045], [-0.069, -0.054, 0.127], [-0.026, 0.071, -0.014], [0.079, 0.120, 0.089], [0.006, -0.098, 0.008], [-0.133, -0.127, -0.002], [0.289, 0.100, 0.013], [-0.086, 0.082, -0.054], [0.078, 0.277, 0.008], [0.128, 0.083, 0.223], [0.006, -0.178, 0.070], [-0.228, -0.021, 0.159], [-0.129, 0.129, -0.222], [0.124, -0.266, 0.118], [-0.029, -0.003, 0.099], [-0.065, -0.127, -0.088], [-0.279, -0.371, -0.060], [0.196, -0.033, 0.058], [-0.042, -0.030, -0.181], [-0.203, 0.105, 0.025], [-0.134, -0.116, -0.017], [-0.129, 0.005, 0.260], [-0.023, 0.082, 0.174], [0.042, 0.018, -0.043], [-0.005, 0.001, 0.225], [0.021, 0.255, 0.008], [-0.093, -0.049, -0.057], [0.035, -0.055, 0.006], [-0.019, -0.021, -0.014], [0.006, -0.012, 0.015], [-0.002, -0.010, 0.004], [-0.011, -0.008, -0.065], [-0.025, -0.010, -0.060], [0.031, -0.069, -0.042], [0.017, -0.075, 0.019], [-0.014, 0.042, 0.039], [-0.114, -0.164, -0.086], [-0.106, 0.116, -0.188], [0.105, -0.084, 0.012], [0.041, -0.359, -0.187], [0.033, -0.002, 0.003], [-0.003, -0.015, 0.003], [0.004, -0.010, 0.002], [0.046, 0.046, 0.018], [0.050, 0.046, 0.021], [0.051, 0.087, 0.049], [0.012, -0.044, 0.059], [0.009, 0.024, -0.130], [0.062, -0.091, 0.338], [-0.061, 0.215, 0.065], [-0.092, -0.045, -0.036], [0.057, -0.022, -0.001], [-0.024, -0.030, -0.018], [-0.001, -0.010, 0.008], [0.003, -0.011, 0.006], [-0.056, 0.061, -0.056], [-0.035, 0.111, -0.102], [-0.005, 0.002, 0.016], [0.025, -0.048, -0.042]]
}

=====

2.
{
  "formula": "C33H63CoN2Sb3Si2",
  "method": "ωB97M-V with the def2-TZVPD basis set",
  "homo_ha": [-0.23403, -0.25241],
  "homo_lumo_gap_ev": [7.0, 6.2],
  "e_tot_ha": -4087.24163,
  "e_above_lowest_kj_mol": 88.7,
  "fmax_ha_per_bohr": 0.0216,
  "spin_multiplicity": 4,
  "elements": ["Co", "C", "Si", "C", "C", "N", "C", "C", "C", "C", "C", "C", "N", "Si", "C", "C", "C", "H", "H", "H", "H", "H", "H", "H", "H", "H", "H", "H", "H", "H", "H", "H", "H", "H", "H", "H", "H", "H", "H", "C", "Sb", "C", "C", "C", "C", "C", "C", "C", "C", "C", "Sb", "C", "C", "H", "H", "H", "H", "H", "H", "H", "H", "H", "H", "H", "H", "H", "H", "H", "H", "H", "H", "H", "H", "C", "C", "C", "Sb", "C", "C", "C", "C", "C", "C", "H", "H", "H", "H", "H", "H", "H", "H", "H", "H", "H", "H", "H", "H", "H", "H", "H", "H", "H", "H", "H"],
  "positions_angstrom": [[0.134556, -0.067962, 0.018052], [-3.593085, 2.805006, -0.045903], [-2.869462, 1.190277, -0.784387], [-3.800627, 0.788939, -2.408936], [-3.268317, -0.239437, 0.414768], [-1.139963, 1.235626, -0.916081], [-0.456897, 2.207004, -1.543839], [-1.056796, 3.191313, -2.351090], [-0.320844, 4.195960, -2.926444], [1.061377, 4.252981, -2.736778], [1.690454, 3.293280, -1.985375], [0.975910, 2.248922, -1.369949], [1.547294, 1.297116, -0.615000], [3.237960, 1.282762, -0.212527], [3.334462, -0.206553, 0.982939], [3.991719, 2.837356, 0.632449], [4.350936, 1.073015, -1.769482], [-4.654489, 2.711077, 0.166652], [-3.464633, 3.661803, -0.701453], [-3.094005, 3.043278, 0.885905], [-4.874360, 0.822145, -2.255232], [-3.555110, -0.207214, -2.758680], [-3.561927, 1.477903, -3.210511], [-4.337467, -0.334909, 0.571928], [-2.803730, -0.091861, 1.387965], [-2.913865, -1.180195, 0.006100], [-2.119296, 3.135739, -2.523501], [-0.812956, 4.942359, -3.531896], [1.637666, 5.047069, -3.188916], [2.760078, 3.324945, -1.863782], [3.222159, 0.111246, 2.015725], [4.274443, -0.739753, 0.900170], [2.523130, -0.903428, 0.761451], [3.839313, 2.871214, 1.703840], [3.586284, 3.755465, 0.220274], [5.065044, 2.853107, 0.465157], [3.748754, 1.003900, -2.667206], [4.989410, 0.196449, -1.730968], [5.005105, 1.932114, -1.889711], [1.479691, 2.745299, 3.123182], [-0.124607, 1.455528, 2.443241], [-1.587091, 2.954648, 3.020084], [-0.212502, 0.463910, 4.420913], [-1.446734, -0.326738, 4.590874], [-2.569259, 0.299333, 5.129240], [-3.761190, -0.372346, 5.315608], [-3.844474, -1.712597, 4.983487], [-2.741535, -2.348584, 4.449718], [-1.540279, -1.678852, 4.223411], [-0.414444, -2.420607, 3.613218], [-0.362983, -2.285218, 1.409139], [0.976256, -3.989496, 1.234540], [-2.158958, -3.487266, 1.273010], [1.181233, 3.202531, 4.061922], [1.665068, 3.515119, 2.384555], [2.383089, 2.166850, 3.274346], [-1.346088, 3.338443, 4.006463], [-2.576467, 2.512060, 3.037631], [-1.562960, 3.771925, 2.306942], [-0.165587, 1.268539, 5.151058], [0.688156, -0.137237, 4.507361], [-2.496045, 1.338804, 5.416266], [-4.617016, 0.144305, 5.724761], [-4.761508, -2.258383, 5.143228], [-2.803879, -3.400855, 4.214385], [-0.501358, -3.485997, 3.824434], [0.554061, -2.074867, 3.967350], [0.672070, -4.768937, 1.928118], [1.993820, -3.686607, 1.461500], [0.944475, -4.382685, 0.222807], [-1.973604, -4.452577, 1.737639], [-2.482560, -3.640225, 0.249784], [-2.941759, -2.963859, 1.811253], [2.416131, -3.768442, -3.929175], [2.161447, -3.031724, -2.626096], [3.272472, -2.017902, -2.418186], [0.227571, -1.912928, -2.436067], [-1.210274, -3.644902, -2.395872], [-2.589220, -3.128346, -2.762223], [-0.847773, -4.876438, -3.203692], [0.075670, -1.143198, -4.528871], [-0.866346, 0.047160, -4.551471], [-0.307081, -2.142924, -5.605650], [3.378637, -4.283636, -3.874767], [2.472959, -3.060550, -4.753823], [1.655744, -4.512804, -4.145959], [2.156412, -3.742264, -1.792361], [3.291576, -1.314076, -3.250848], [4.241741, -2.518779, -2.389592], [3.126836, -1.459707, -1.496409], [-1.211786, -3.930241, -1.339984], [-2.618399, -2.826632, -3.806022], [-2.850239, -2.270956, -2.145734], [-3.345832, -3.900542, -2.613611], [-0.745994, -4.644413, -4.259990], [-1.637397, -5.623995, -3.104074], [0.074870, -5.325884, -2.843432], [1.092087, -0.787195, -4.718751], [-1.894573, -0.273943, -4.402001], [-0.807952, 0.553682, -5.515633], [-0.611601, 0.762606, -3.773210], [-1.333362, -2.481415, -5.481163], [0.351496, -3.006530, -5.609938], [-0.236392, -1.663615, -6.584509]],
  "forces_ev_per_angstrom": [[0.230, 0.165, -0.051], [0.349, -0.535, -0.368], [-0.809, -0.192, 0.260], [0.452, 0.196, 0.558], [0.102, 0.625, -0.442], [-0.056, -0.146, 0.030], [-0.122, -0.267, 0.219], [0.071, 0.402, -0.253], [-0.448, -0.045, -0.050], [0.402, -0.053, 0.080], [-0.020, 0.377, -0.292], [0.039, -0.247, 0.140], [-0.160, -0.002, 0.158], [0.661, -0.189, 0.077], [0.047, 0.492, -0.435], [-0.443, -0.558, -0.141], [-0.377, 0.056, 0.502], [-0.195, -0.138, -0.007], [0.030, 0.084, -0.147], [0.098, 0.008, 0.178], [-0.242, 0.038, 0.139], [0.092, -0.250, -0.049], [0.076, 0.197, -0.181], [-0.299, 0.025, 0.015], [0.093, 0.027, 0.178], [0.097, -0.176, -0.101], [-0.169, 0.070, -0.043], [-0.049, 0.069, -0.075], [0.047, 0.053, -0.053], [0.222, 0.067, -0.021], [-0.035, 0.105, 0.210], [0.246, -0.163, 0.011], [-0.013, -0.097, -0.067], [-0.099, -0.050, 0.214], [-0.097, 0.182, -0.119], [0.191, -0.087, -0.114], [-0.190, -0.067, -0.221], [0.067, -0.219, 0.088], [0.066, 0.206, 0.050], [-0.253, -0.312, -0.207], [0.145, 0.481, 0.875], [0.142, -0.385, -0.211], [0.308, 0.265, -0.557], [-0.299, -0.176, 0.035], [-0.064, -0.002, 0.018], [-0.078, 0.063, 0.007], [-0.098, -0.017, -0.013], [-0.002, -0.010, 0.021], [-0.297, 0.166, 0.152], [0.403, 0.074, -0.470], [-0.229, -0.963, 0.508], [-0.147, 0.423, -0.041], [0.211, 0.263, -0.069], [-0.079, 0.018, 0.088], [0.065, 0.136, -0.126], [0.176, -0.070, 0.020], [0.130, -0.034, 0.136], [-0.188, -0.001, -0.020], [-0.012, 0.080, -0.116], [0.054, 0.092, 0.011], [0.129, -0.010, 0.038], [0.027, 0.112, 0.030], [-0.050, 0.038, 0.060], [-0.092, -0.076, 0.016], [0.010, -0.139, -0.060], [0.056, -0.038, -0.094], [0.084, -0.056, 0.034], [-0.102, -0.003, 0.074], [0.137, 0.046, -0.001], [-0.007, -0.029, -0.146], [0.080, -0.052, 0.070], [-0.023, 0.039, -0.125], [-0.120, 0.050, 0.053], [-0.175, -0.096, 0.119], [-0.499, 0.282, 0.034], [-0.202, -0.052, 0.123], [0.241, -0.730, -0.492], [0.480, 0.469, -0.011], [0.119, 0.061, 0.171], [0.092, 0.084, 0.113], [0.003, -0.241, 0.498], [0.183, 0.040, 0.159], [0.196, -0.058, 0.106], [0.071, -0.021, -0.026], [-0.022, 0.010, -0.154], [-0.039, -0.037, -0.137], [-0.076, 0.036, -0.018], [0.050, 0.129, 0.011], [0.131, 0.022, 0.054], [0.144, 0.108, 0.055], [0.072, 0.087, -0.001], [-0.119, 0.085, -0.117], [-0.186, 0.143, 0.015], [-0.101, -0.062, 0.002], [0.060, -0.041, -0.152], [-0.083, -0.091, -0.001], [0.109, -0.072, -0.076], [0.085, -0.032, 0.085], [-0.159, 0.016, 0.033], [-0.037, 0.066, -0.108], [-0.086, 0.164, 0.038], [-0.074, -0.080, -0.019], [-0.016, -0.146, -0.072], [-0.031, 0.019, -0.097]]
}